Formula: C22H29I2IrN3O4Si
Source: the OMol25 dataset
Level of theory: ωB97M-V with the def2-TZVPD basis set

Positions of all 62 atoms, in Å:
1 Ir 0.45747 1.05931 0.30530
2 C -3.80570 1.58313 3.74441
3 N -2.61496 2.07121 3.04705
4 C -2.54733 3.52338 2.86164
5 C -1.73729 1.27383 2.47884
6 O -0.76361 1.75505 1.83111
7 C -1.89231 -0.23361 2.62904
8 O -0.83647 -0.90050 2.00122
9 C 0.16179 -1.43852 2.81520
10 C 1.48376 -0.70795 2.62878
11 O 1.64801 0.14873 1.71136
12 N 2.48891 -0.97946 3.43474
13 C 2.47588 -2.05889 4.42444
14 C 3.77949 -0.30387 3.28234
15 H -4.00345 2.24055 4.58761
16 H -3.66526 0.57767 4.12657
17 H -4.66633 1.59797 3.07507
18 H -2.71100 4.00320 3.82410
19 H -3.32709 3.83760 2.16752
20 H -1.57673 3.80317 2.47160
21 H -2.82896 -0.55391 2.16771
22 H -1.94252 -0.48198 3.69295
23 H 0.30502 -2.48923 2.54671
24 H -0.11483 -1.39756 3.87176
25 H 1.48812 -2.48634 4.54835
26 H 2.81051 -1.66481 5.38202
27 H 3.15957 -2.84620 4.10684
28 H 3.64656 0.65062 2.78697
29 H 4.46336 -0.93016 2.70814
30 H 4.19764 -0.14429 4.27354
31 I -1.94676 4.25785 -3.03627
32 C -0.23897 3.14270 -3.20592
33 C 0.48868 3.11775 -4.39118
34 C 1.65257 2.37869 -4.53860
35 I 2.60671 2.40562 -6.35402
36 C 2.17476 1.60500 -3.43851
37 C 3.35033 0.83641 -3.45691
38 C 3.72255 0.14202 -2.33105
39 C 2.93476 0.19785 -1.18364
40 N 1.83570 0.93391 -1.14049
41 C 1.44484 1.61817 -2.25073
42 C 0.21100 2.36422 -2.11007
43 O -0.41734 2.29799 -0.99668
44 H 0.12619 3.69383 -5.23184
45 H 3.95190 0.78720 -4.35447
46 H 4.61876 -0.46130 -2.32311
47 H 3.18229 -0.34435 -0.28222
48 C -1.45366 -1.56959 -4.41563
49 Si -1.48470 -2.37397 -2.73239
50 C -0.39572 -3.88606 -2.68580
51 C -3.22098 -2.76852 -2.18794
52 C -0.77174 -1.13834 -1.54037
53 C -0.30728 -0.33238 -0.76133
54 H -1.86045 -2.24599 -5.17020
55 H -0.43056 -1.32206 -4.70847
56 H -2.04646 -0.65320 -4.43642
57 H -0.75555 -4.64568 -3.38278
58 H -0.37732 -4.33406 -1.69073
59 H 0.63088 -3.64048 -2.96523
60 H -3.67929 -3.49093 -2.86647
61 H -3.85025 -1.87701 -2.17668
62 H -3.22713 -3.20345 -1.18677

Summary:
LUMO (alpha / beta) in hartree: -0.232 / -0.305
2S+1: 2
Energy relative to the best compared isomer or geometry (same formula, charge and spin) in kJ/mol: 0.0
⟨S²⟩: 0.78
Frontier orbital gap (alpha / beta) in eV: 7.22 / 5.42
Net charge: +2

These are the natural (NBO) partial charges, in e, on atoms 1 to 2:
1 Ir 1.179
2 C -0.419

=====

Formula: C22H29IrN4O2
Source: the OMol25 dataset
Level of theory: ωB97M-V with the def2-TZVPD basis set

Positions of all 58 atoms, in Å:
1 Ir 0.28619 -0.11722 -0.88426
2 C 3.31739 -0.97252 -1.15416
3 N 2.59059 0.10808 -0.48526
4 C 2.94299 1.40388 -1.07226
5 C 2.80019 0.10668 0.94734
6 C 3.99089 0.50798 1.51944
7 C 4.12399 0.58008 2.90114
8 C 3.02309 0.32258 3.71054
9 C 1.83449 -0.10082 3.16124
10 C 1.71769 -0.30672 1.77114
11 N 0.61469 -0.81132 1.14204
12 C -0.25741 -1.69392 1.69224
13 C -0.07331 -2.37002 2.92534
14 C -1.07921 -3.12832 3.47784
15 C -2.30071 -3.25922 2.82574
16 C -2.44691 -2.74242 1.54544
17 C -1.43951 -2.00632 0.95804
18 N -1.50351 -1.62362 -0.43886
19 C -1.22881 -2.81312 -1.25786
20 C -2.78871 -1.03772 -0.82946
21 H 4.39959 -0.86842 -1.01176
22 H 3.10309 -0.94112 -2.22296
23 H 3.01019 -1.93822 -0.75106
24 H 4.02619 1.54548 -1.12986
25 H 2.51389 2.20308 -0.47016
26 H 2.53709 1.46378 -2.07966
27 H 4.83069 0.78398 0.90014
28 H 5.06199 0.88348 3.33524
29 H 3.10239 0.45778 4.77894
30 H 0.95699 -0.21262 3.77934
31 H 0.87609 -2.30582 3.43574
32 H -0.92581 -3.61492 4.42874
33 H -3.11041 -3.80352 3.27714
34 H -3.36441 -2.93032 1.00934
35 H -1.97751 -3.59302 -1.08136
36 H -0.24901 -3.22122 -1.00756
37 H -1.25321 -2.54812 -2.31426
38 H -3.58291 -1.78842 -0.88006
39 H -2.68991 -0.58382 -1.81356
40 H -3.08041 -0.26692 -0.11866
41 O -0.81281 1.57948 -1.52576
42 N -1.80181 2.32268 -0.97466
43 C -2.79411 2.78268 -1.83926
44 C -3.56021 3.85288 -1.51026
45 C -3.35351 4.53848 -0.30076
46 C -2.31831 4.08738 0.54414
47 C -1.55401 3.02088 0.20184
48 H -2.87921 2.23508 -2.76226
49 H -4.33601 4.17528 -2.18646
50 H -3.94891 5.39398 -0.04226
51 H -2.12841 4.59558 1.47584
52 H -0.73101 2.63978 0.78494
53 C 0.17889 0.32708 -4.18756
54 O 0.78929 -0.58302 -3.27756
55 H -0.74971 -0.08182 -4.59076
56 H 0.86619 0.56028 -5.00246
57 H -0.04541 1.22878 -3.62036
58 H 0.87049 -1.44252 -3.70536

Summary:
LUMO (alpha / beta) in hartree: -0.125 / -0.127
2S+1: 2
Energy relative to the best compared isomer or geometry (same formula, charge and spin) in kJ/mol: 254.2
⟨S²⟩: 0.76
Frontier orbital gap (alpha / beta) in eV: 5.76 / 5.94
Net charge: +1

These are the natural (NBO) partial charges, in e, on atoms 1 to 2:
1 Ir 1.037
2 C -0.418

=====

Formula: C22H29N2O3
Source: the OMol25 dataset
Level of theory: ωB97M-V with the def2-TZVPD basis set

Positions of all 56 atoms, in Å:
1 C -5.27468 1.80554 1.40109
2 O -5.01926 0.37683 1.29612
3 C -3.80678 -0.09040 1.66312
4 C -3.62241 -1.48436 1.59821
5 C -2.42399 -2.02873 1.99012
6 C -1.37406 -1.22241 2.49160
7 C -0.10572 -1.83417 2.97979
8 C 1.19725 -1.30373 2.36673
9 C 2.33565 -2.10322 2.46671
10 C 3.59826 -1.63754 2.16785
11 C 3.74364 -0.32060 1.68929
12 O 5.00907 0.19009 1.63468
13 C 5.17186 1.60774 1.35410
14 C 2.61001 0.45479 1.41988
15 C 1.34077 -0.06416 1.69899
16 C -1.57911 0.17824 2.56661
17 C -2.79165 0.73748 2.17046
18 H -6.31806 1.90896 1.07771
19 H -5.16163 2.17283 2.43531
20 H -4.60936 2.35732 0.71810
21 H -4.43831 -2.09460 1.22471
22 H -2.26919 -3.11571 1.91637
23 H -0.16098 -2.92088 3.01167
24 H 2.24488 -3.12798 2.85713
25 H 4.48984 -2.25103 2.31099
26 H 6.24807 1.74445 1.43871
27 H 4.83077 1.82030 0.33030
28 H 4.63890 2.23231 2.08545
29 H 2.69074 1.46284 0.99425
30 H 0.48815 0.54751 1.44783
31 H -0.79316 0.82515 2.96449
32 H -2.93172 1.81372 2.26660
33 C 3.59045 -5.08730 5.04085
34 N 2.83236 -3.96786 5.57277
35 C 3.49134 -3.24996 6.65361
36 C 1.54483 -3.76817 5.17397
37 C 0.89663 -2.54675 5.73423
38 C 0.33417 -2.90085 7.11444
39 C -1.17174 -2.66929 7.08281
40 C -1.50370 -2.00366 5.74866
41 N -0.22118 -1.89904 4.92490
42 O 0.95606 -4.54116 4.41177
43 H 2.98460 -5.61968 4.31124
44 H 4.50038 -4.72899 4.54411
45 H 3.89896 -5.77938 5.83387
46 H 3.01290 -2.27990 6.84051
47 H 3.47172 -3.82749 7.59902
48 H 4.54727 -3.07331 6.38490
49 H 1.64973 -1.75742 5.77533
50 H 0.54490 -3.93374 7.40180
51 H 0.81291 -2.24672 7.84339
52 H -1.72098 -3.62260 7.20605
53 H -1.46543 -2.01124 7.91260
54 H -2.30232 -2.52904 5.21886
55 H -1.80286 -0.96925 5.91646
56 H -0.01671 -0.88006 4.97971

Summary:
LUMO in hartree: -0.121
Energy relative to the best compared isomer or geometry (same formula, charge and spin) in kJ/mol: 200.2
Frontier orbital gap in eV: 7.91
Net charge: +1

These are the natural (NBO) partial charges, in e, on atoms 1 to 2:
1 C -0.264
2 O -0.477

=====

Formula: C22H29N3O4S
Source: the OMol25 dataset
Level of theory: ωB97M-V with the def2-TZVPD basis set

Positions of all 59 atoms, in Å:
1 C -4.52080 -3.47534 -0.48941
2 H -4.26876 -4.49496 -0.21102
3 H -5.60230 -3.38336 -0.55844
4 H -4.08068 -3.25368 -1.45802
5 C -3.96871 -2.49858 0.54550
6 N -4.34862 -1.14333 0.23764
7 C -5.52923 -0.57030 0.58833
8 C -5.56399 0.72216 0.05440
9 C -4.36524 0.93647 -0.63571
10 C -3.63353 -0.23143 -0.50116
11 C -2.35577 -0.61124 -1.14692
12 O -2.25978 -1.64600 -1.79379
13 N -1.31952 0.24928 -1.00714
14 C -1.30222 1.33138 -0.03698
15 H -1.53504 0.93265 0.96020
16 C 0.05475 2.02260 -0.01424
17 H 0.24676 2.50741 -0.97173
18 H 0.03647 2.80643 0.74428
19 C 1.19968 1.04882 0.28445
20 C 2.52239 1.69537 -0.13338
21 O 2.55506 2.62115 -0.92253
22 N 3.65680 1.19482 0.41204
23 C 3.80428 0.04530 1.27131
24 H 2.83701 -0.35002 1.57218
25 C 4.60759 -1.05320 0.57061
26 H 4.08930 -1.41496 -0.31721
27 H 4.75852 -1.89232 1.25027
28 C 5.97581 -0.51253 0.13006
29 C 5.77393 0.74416 -0.73081
30 C 4.93322 1.76612 0.02940
31 H 4.73366 2.63962 -0.59253
32 H 5.46914 2.06900 0.93467
33 H 6.74523 1.17368 -0.97611
34 H 5.27595 0.44912 -1.65478
35 O 6.65537 -1.52823 -0.58417
36 C 7.99013 -1.56046 -0.13137
37 H 8.35907 -2.58091 -0.22592
38 C 7.86527 -1.07540 1.31413
39 H 8.74011 -0.53452 1.67515
40 O 6.77633 -0.18115 1.25715
41 H 7.63720 -1.90965 1.99133
42 H 8.61562 -0.87961 -0.72408
43 H 4.35671 0.35543 2.16677
44 H 1.21794 0.85496 1.35984
45 C 1.00125 -0.27319 -0.49074
46 H 1.93910 -0.59823 -0.94258
47 C -0.04159 -0.10345 -1.59088
48 H -0.18708 -1.04097 -2.13185
49 H 0.27426 0.66747 -2.29908
50 H 0.66449 -1.06074 0.18731
51 H -2.06656 2.07072 -0.28478
52 H -4.08844 1.80737 -1.19464
53 S -7.03815 1.52786 0.46484
54 C -7.56573 0.12207 1.34141
55 C -6.68272 -0.90846 1.33091
56 H -6.85568 -1.84998 1.82008
57 H -8.52598 0.15509 1.81690
58 H -4.35255 -2.73860 1.54227
59 H -2.87853 -2.56335 0.56151

Summary:
LUMO in hartree: 0.022
SMILES: CCn1c(C(=O)N2CCC(C(=O)N3CCC4(CC3)OCCO4)CC2)cc2sccc21
Energy relative to the best compared isomer or geometry (same formula, charge and spin) in kJ/mol: 102.3
Frontier orbital gap in eV: 8.38

These are the natural (NBO) partial charges, in e, on atoms 1 to 2:
1 C -0.619
2 H 0.208

=====

Formula: C22H29N3O5
Source: the OMol25 dataset
Level of theory: ωB97M-V with the def2-TZVPD basis set

Positions of all 59 atoms, in Å:
1 C -5.35417 -2.66304 0.23816
2 H -4.67182 -3.01989 -0.52914
3 H -6.29361 -3.20137 0.15615
4 H -4.91429 -2.86240 1.21196
5 C -5.59527 -1.16128 0.06912
6 C -6.51464 -0.64241 1.17458
7 H -6.67568 0.42511 1.05441
8 H -7.47178 -1.15421 1.12571
9 H -6.06521 -0.82273 2.14897
10 C -6.18100 -0.86835 -1.31247
11 H -6.33161 0.20075 -1.43242
12 H -7.13524 -1.37614 -1.42167
13 H -5.50276 -1.21878 -2.08800
14 O -4.27732 -0.58166 0.19174
15 C -4.11508 0.75664 0.11357
16 O -4.99849 1.55882 -0.09491
17 N -2.82757 1.11122 0.33380
18 C -2.41605 2.48637 0.15194
19 C -1.55820 2.63100 -1.10619
20 H -1.18642 3.65418 -1.16274
21 H -2.17345 2.43332 -1.98633
22 C -0.37797 1.65242 -1.09403
23 C 0.66724 2.05776 -0.05675
24 O 0.52143 2.94678 0.75553
25 N 1.80276 1.31934 -0.11602
26 H 1.95167 0.67499 -0.87766
27 C 2.97685 1.66762 0.64269
28 C 4.11282 1.98794 -0.31179
29 O 4.11204 1.72640 -1.48505
30 O 5.13818 2.57874 0.30274
31 H 5.85045 2.77155 -0.32815
32 H 2.73430 2.55932 1.23176
33 C 3.41847 0.52567 1.58925
34 C 3.71203 -0.72058 0.82228
35 C 4.89312 -1.07484 0.23666
36 N 4.75195 -2.25826 -0.43371
37 C 3.46642 -2.69473 -0.29948
38 C 2.83904 -3.83119 -0.79468
39 C 1.50893 -4.01219 -0.48338
40 C 0.81565 -3.09235 0.30919
41 C 1.43138 -1.96500 0.80391
42 C 2.77426 -1.74788 0.49368
43 H 0.89141 -1.26586 1.42456
44 H -0.22406 -3.27687 0.53576
45 H 0.98973 -4.88390 -0.85258
46 H 3.37725 -4.54609 -1.39941
47 H 5.47804 -2.72618 -0.94822
48 H 5.83928 -0.56811 0.25808
49 H 2.61232 0.34335 2.30014
50 H 4.30240 0.85880 2.13449
51 C -0.89179 0.22711 -0.84695
52 H -0.06643 -0.48231 -0.77323
53 C -1.72690 0.18362 0.43434
54 H -2.11558 -0.81882 0.60743
55 H -1.10841 0.48363 1.28807
56 H -1.52362 -0.07013 -1.68696
57 H 0.12169 1.68531 -2.07003
58 H -3.31590 3.09733 0.07361
59 H -1.83681 2.79939 1.02433

Summary:
LUMO in hartree: 0.018
SMILES: CC(C)(C)OC(=O)N1CCC(C(=O)N[C@@H](Cc2c[nH]c3ccccc23)C(=O)O)CC1
Energy relative to the best compared isomer or geometry (same formula, charge and spin) in kJ/mol: 4.8
Frontier orbital gap in eV: 8.67

These are the natural (NBO) partial charges, in e, on atoms 1 to 2:
1 C -0.613
2 H 0.212

=====

Formula: C22H29N3O7S
Source: the OMol25 dataset
Level of theory: ωB97M-V with the def2-TZVPD basis set

Positions of all 62 atoms, in Å:
1 C -4.69486 -3.22611 2.45334
2 C -4.80996 -2.88098 0.97534
3 H -5.40664 -3.62437 0.44242
4 H -5.25686 -1.88874 0.85348
5 O -3.54064 -2.90219 0.32663
6 C -2.77650 -1.79763 0.48833
7 O -3.13667 -0.81245 1.09646
8 N -1.57397 -1.91588 -0.11070
9 C -0.63520 -0.81601 -0.06942
10 H -0.53544 -0.37839 -1.07028
11 C 0.72922 -1.32063 0.40650
12 N 1.16426 -2.39688 -0.44990
13 C 2.14286 -2.37555 -1.38248
14 O 2.37163 -3.33904 -2.09345
15 C 2.96725 -1.11658 -1.50930
16 H 3.48562 -1.15512 -2.46604
17 H 2.38698 -0.19878 -1.42370
18 S 4.33137 -1.09237 -0.24213
19 O 3.70039 -1.20336 1.07284
20 C 4.68786 0.75756 -0.44701
21 C 3.57946 1.48113 0.18657
22 C 3.42404 1.83578 1.50064
23 O 2.16019 2.30111 1.64872
24 C 1.58543 2.19466 0.43227
25 N 2.39852 1.71492 -0.46795
26 C 0.17502 2.43756 0.24644
27 C -0.68277 2.52454 1.33821
28 C -2.04653 2.55526 1.13183
29 C -2.59912 2.51843 -0.14561
30 C -1.73030 2.51200 -1.25825
31 C -0.36100 2.45756 -1.03771
32 H 0.29343 2.40819 -1.89225
33 O -2.07678 2.51751 -2.57530
34 C -3.41987 2.64838 -2.98539
35 H -4.01398 1.77380 -2.71244
36 H -3.37566 2.73220 -4.07148
37 H -3.88459 3.54416 -2.56942
38 O -3.94634 2.47980 -0.36112
39 C -4.77875 2.09070 0.71085
40 H -4.41476 1.16677 1.16795
41 H -5.75983 1.92391 0.26746
42 H -4.85984 2.87835 1.46644
43 H -2.69829 2.58355 1.98891
44 H -0.28497 2.52929 2.34043
45 C 4.33344 1.77677 2.66953
46 H 4.49013 0.73805 2.95868
47 H 5.29881 2.21753 2.42682
48 H 3.88870 2.31417 3.50234
49 H 4.76810 0.95410 -1.51093
50 H 5.63244 0.93885 0.05971
51 C 0.24453 -3.51436 -0.41499
52 C -1.13887 -3.05429 -0.89075
53 H -1.07263 -2.76010 -1.94598
54 H -1.86477 -3.85879 -0.78846
55 H 0.18271 -3.89366 0.60971
56 H 0.63172 -4.29408 -1.07246
57 H 0.64320 -1.71258 1.42549
58 H 1.44807 -0.50911 0.42537
59 H -1.02950 -0.05915 0.60830
60 H -5.68532 -3.26150 2.89788
61 H -4.10529 -2.46827 2.96314
62 H -4.21356 -4.19321 2.57795

Summary:
LUMO in hartree: 0.026
Energy relative to the best compared isomer or geometry (same formula, charge and spin) in kJ/mol: 198.0
Frontier orbital gap in eV: 8.52

These are the natural (NBO) partial charges, in e, on atoms 1 to 2:
1 C -0.636
2 C -0.065

=====

The records above yield E_tot values of -2309.6267; -1329.1726; -1190.6575; -1719.1663; -1396.3087; -1944.8656 Ha, respectively.